[1]
Below is a cluster of 2 separate species, C9H14OS in total at a distorted geometry, with properties calculated with ωB97M-V/def2-TZVPD.

The geometry in XYZ format:
```
25
Properties=species:S:1:pos:R:3:nbo_charge:R:1
H -3.7142 -1.6969 -1.1293 0.227
H -0.4768 1.7524 -3.0897 0.213
H 0.1736 0.8906 0.2461 0.208
C -2.5548 -0.8265 0.4732 0.297
H 1.3870 0.2095 3.2960 0.230
O -3.2054 -1.6851 1.3401 -0.676
C -0.7540 0.5467 -0.1668 -0.171
C -1.6038 0.0800 0.8843 -0.306
H -1.5506 0.4195 1.8994 0.216
S 2.2621 -0.8162 1.4312 0.145
H 0.0811 0.1270 -3.3091 0.217
H 4.3108 -1.2637 0.4760 0.228
H 4.1976 0.5742 0.6480 0.222
H 3.2789 -0.3238 -0.6333 0.218
H 0.8099 1.2799 -2.1458 0.219
H -2.6098 -0.3689 -2.8434 0.209
H 0.9606 1.2386 1.9449 0.198
C -1.0918 0.4120 -1.5130 -0.073
C -0.1092 0.8531 -2.5196 -0.627
C -2.9484 -0.9831 -0.8619 -0.255
C -2.2459 -0.2957 -1.8202 -0.180
H -2.6786 -1.7200 2.1430 0.475
H 2.5901 1.3172 2.5393 0.222
C 1.7702 0.6368 2.3639 -0.748
C 3.7215 -0.3575 0.3467 -0.706
```

Gap between HOMO and LUMO: 8.990 eV



[2]
Below is an isolated molecule of C8H16OSe at a distorted geometry, with properties calculated with ωB97M-V/def2-TZVPD.

The geometry in XYZ format:
```
26
Properties=species:S:1:pos:R:3:nbo_charge:R:1
H 1.9276 -0.3067 -1.0901 0.173
C -1.6325 -0.7385 -2.0031 -0.141
H -0.1985 1.5988 -2.0058 0.186
C -1.0025 -0.1562 0.8493 -0.422
C -0.6276 -0.3405 2.4047 -0.283
H 0.2550 1.6041 2.0926 0.198
H -2.0511 0.2362 -2.0418 0.176
H -0.1600 -2.4169 2.7148 0.212
H -0.7112 1.5735 3.6091 0.206
C 0.3418 -1.4938 2.6881 -0.615
H 1.7370 -0.1965 -3.3643 0.216
C 1.2174 0.5690 -1.0104 -0.282
Se -1.7821 -1.5648 -0.0647 0.272
H -1.4117 0.7969 0.4834 0.182
H -1.9507 -1.5090 -2.7392 0.214
H 1.7638 1.5416 -3.3584 0.213
O -0.3489 -0.6200 -2.4290 -0.537
H -1.5206 -0.3534 3.1191 0.214
C -0.0047 1.0035 2.9721 -0.596
C 0.3778 0.6759 -2.2478 0.004
H 0.7464 0.5342 -4.3556 0.214
H 0.7562 -1.3849 3.6946 0.206
C 1.2454 0.6659 -3.4057 -0.616
H 1.2351 -1.5666 2.0367 0.216
H 0.9374 1.0025 -0.0969 0.182
H 0.8614 0.8455 3.5483 0.207
```

Gap between HOMO and LUMO (spin up / spin down): 8.475 / 7.199 eV



[3]
Below is a structure of composition C24H43IP2Rh at a distorted geometry, with properties calculated with ωB97M-V/def2-TZVPD.

The geometry in XYZ format:
```
71
Properties=species:S:1:pos:R:3:lowdin_spin:R:1
P -1.5220 2.6439 -2.4966 0.104
C 3.8215 -2.8541 1.1491 0.001
C 2.6182 -0.6837 1.5857 0.000
H 0.3755 1.9772 -3.9751 0.001
H -2.6429 -2.7700 -1.7169 0.005
C 0.9792 2.6506 -1.9831 0.032
H -2.5773 0.7011 3.3590 0.014
H -4.0077 2.4074 1.3044 0.000
H 4.6911 -2.2403 1.3977 0.001
C 3.9746 -1.1297 3.7472 0.003
H -0.2972 -1.1261 2.5041 0.001
H -4.3586 -1.4064 -1.9775 0.000
H 3.8010 -4.8257 2.1129 0.001
H 3.4718 0.1213 -1.2203 0.001
H 1.9266 -1.0195 -2.8577 0.001
H -4.3591 0.3016 -2.4600 0.004
H 1.7538 0.3786 -3.9367 0.003
H -3.4556 2.3454 -3.9342 0.002
H -2.6102 3.9067 -4.1758 0.003
H 2.6547 -1.6751 -0.2743 0.000
C -2.5862 -2.7140 -0.6191 0.040
H -4.0855 2.6240 -0.4790 0.005
H 0.2873 3.7735 -3.7085 0.004
H 1.6813 -2.5480 0.8704 0.030
H 3.3374 1.4780 -2.3551 0.004
C 2.6199 -1.9574 0.7946 0.027
C -3.0680 -0.1979 -0.7720 0.131
C -2.3990 -1.3169 -0.1628 0.240
H -3.5262 -3.1215 -0.2103 0.016
H -5.0799 1.4035 0.3267 0.003
C 2.9924 -2.2048 4.2412 0.003
C -1.5487 4.2942 -1.6577 0.024
C 3.4659 -0.3342 2.5929 0.015
H 3.1542 1.7960 -0.6371 0.000
C 1.2539 -0.1978 -3.1409 0.024
H -1.9053 2.3996 -4.8382 0.000
H 0.4613 3.0375 -1.0618 0.011
P 1.0169 0.8226 -1.5891 0.121
H -1.7114 -2.1897 2.7466 0.006
H 4.9718 -1.5375 3.5123 0.001
H 3.2573 -2.4718 5.2829 0.000
H 2.4174 -4.2674 3.9417 0.000
C -2.9927 0.9068 0.2034 0.120
H 0.3071 -0.6349 -3.4905 0.003
C 2.9148 1.0567 -1.4198 0.047
H -2.0835 4.2138 -0.7049 0.003
C -4.3004 -0.3791 -1.6022 0.012
C -2.4738 2.8300 -3.9985 0.021
H -2.0655 5.0023 -2.3135 0.003
H 4.0995 -0.4440 4.5932 0.000
I 0.3795 -4.8926 0.4963 0.864
C 3.0061 -3.4612 3.4727 0.018
H 4.0253 -3.4534 0.2462 0.000
H -0.5369 4.6760 -1.4747 0.000
C -1.9867 1.1814 2.5663 0.037
H 3.9605 0.6478 2.5784 0.001
H 1.9404 -1.8588 4.2825 0.001
H -0.9506 1.1864 2.9198 0.007
C -2.1247 0.4726 1.2750 0.215
H -2.3365 2.2139 2.4715 0.000
C -1.7652 -0.8802 1.0153 0.141
H 1.9568 3.1402 -2.0414 0.003
C -4.0979 1.8992 0.3415 0.010
H -0.5368 -2.5695 1.4826 0.008
H -1.7619 -3.3485 -0.2643 0.007
Rh -1.2995 1.0539 -1.1438 1.526
H -5.1654 -0.1957 -0.9477 0.003
H 1.9534 0.0796 1.1810 0.003
C 3.5772 -3.7702 2.3052 0.018
C 0.1650 2.7883 -3.2464 0.027
C -1.0521 -1.7337 1.9872 0.016
```

Total charge: +1
Gap between HOMO and LUMO (spin up / spin down): 7.267 / 5.147 eV
⟨S²⟩: 6.020
Spin multiplicity: 5



[4]
Below is the ion C9H15N4S with charge +1 at a distorted geometry, with properties calculated with ωB97M-V/def2-TZVPD.

The geometry in XYZ format:
```
29
Properties=species:S:1:pos:R:3:nbo_charge:R:1
H 1.6856 -3.7910 0.1750 0.231
H -0.1115 -1.1175 2.7293 0.205
H -1.4697 -1.7511 0.3510 0.264
H -2.0485 5.7394 -0.5181 0.252
C 0.5547 -2.2435 -0.5611 -0.394
H 1.4192 -0.2987 2.6167 0.232
C -1.2841 4.1229 -1.9183 -0.234
H 1.6513 -2.9760 2.6754 0.237
H -0.2830 4.4003 -1.4792 0.240
C 0.1398 -0.2206 0.9787 -0.406
N -1.7130 2.8686 -1.4464 -0.266
C 0.7654 -1.0238 2.0783 -0.414
N -0.9303 1.8370 -1.5464 0.074
C -0.5785 -1.1808 -0.0636 -0.098
H 0.0653 -3.8164 1.0241 0.221
H -0.4778 0.4759 1.4658 0.227
H 2.5034 -1.9353 1.6045 0.212
C -2.9925 2.6818 -0.8856 -0.149
C 1.4825 -2.2819 1.7786 -0.419
H 0.1813 -2.7971 -1.4648 0.231
C -2.3180 5.1128 -1.3715 -0.568
N -1.1252 0.6789 -1.4182 0.336
H 1.4266 -1.7733 -0.9584 0.218
S -3.7523 4.1710 -0.8129 0.472
H 0.9816 0.2524 0.3087 0.191
H -1.2010 4.0666 -3.0044 0.226
N -1.0201 -0.4409 -1.2376 0.033
C 0.9038 -3.2142 0.5686 -0.400
H -2.4824 5.6285 -2.2346 0.247
```

Total charge: +1
Gap between HOMO and LUMO (spin up / spin down): 8.577 / 8.577 eV



Table of energy relative to the best compared isomer or geometry (same formula, charge and spin) (kcal per mole), in record order: 23.0; 39.7; 22.0; 103.8